# 1
Formula: C6H10N2O5S
Source: the Open Molecules 2025 dataset
Level of theory: the ωB97M-V functional and the def2-TZVPD basis

Geometry as XYZ:
```
24
Properties=species:S:1:pos:R:3:lowdin_charge:R:1
C 0.492 1.436 -0.196 -0.339
C -1.622 0.563 0.589 -0.271
C -0.887 1.596 0.081 0.060
C 0.074 -0.915 -0.024 -0.555
C -3.041 0.830 0.942 0.024
C -0.247 -1.365 -1.479 0.033
N 0.966 0.187 -0.076 0.007
N 0.680 -2.045 0.601 0.130
O 2.941 -1.379 -0.694 -0.248
O 1.267 2.456 -0.415 0.127
O -1.112 -0.628 0.751 0.110
O 3.232 1.090 -0.348 -0.224
O 2.727 -0.338 1.504 -0.263
S 2.683 -0.188 0.073 0.548
H -1.098 2.649 -0.082 0.142
H -3.138 1.620 1.596 0.068
H -3.474 0.049 1.488 0.081
H -3.690 1.296 0.233 0.100
H -1.274 -1.918 -1.350 0.134
H 0.506 -1.892 -1.977 0.059
H -0.444 -0.394 -2.059 0.111
H 1.542 -1.741 0.970 0.015
H 0.708 -2.905 0.096 0.098
H 2.210 1.933 -0.224 0.053
```

As for the total energy: -30435.441 eV. Its energy above the lowest of the compared OMol25 structures with the same formula, charge and spin is 26.8 kJ/mol. For the HOMO energy, the calculation gives -9.751 eV. The strongest force on any atom is 5.58 eV/A. The total charge is 0. The calculation puts the LUMO energy at -0.012 Ha. Its spin multiplicity is 1.

***

# 2
Formula: C6H6O2
Source: the Open Molecules 2025 dataset
Level of theory: the ωB97M-V functional and the def2-TZVPD basis

Geometry as XYZ:
```
14
Properties=species:S:1:pos:R:3:lowdin_charge:R:1
C 2.042 -0.085 0.497 0.002
C 0.964 0.572 -0.312 -0.363
O 1.034 1.668 -0.806 0.088
C 0.074 -0.583 -1.199 -0.277
O 0.433 -1.588 -1.733 0.138
C -1.128 -0.112 -0.637 -0.110
C -1.430 0.906 0.205 0.044
C -2.183 -0.365 0.406 -0.081
H 3.023 0.161 0.093 0.097
H 1.994 0.168 1.554 0.086
H 2.005 -1.172 0.450 0.081
H -1.675 1.950 0.208 0.117
H -1.985 -0.966 1.288 0.089
H -3.168 -0.554 -0.012 0.087
```

As for the total energy: -10409.009 eV. Its energy above the lowest of the compared OMol25 structures with the same formula, charge and spin is 424.6 kJ/mol. For the HOMO energy, the calculation gives -8.608 eV. The strongest force on any atom is 5.41 eV/A. The total charge is 0. The calculation puts the LUMO energy at -0.023 Ha. Its spin multiplicity is 1.

***

# 3
Formula: C14H25BF3N2O7
Source: the Open Molecules 2025 dataset
Level of theory: the ωB97M-V functional and the def2-TZVPD basis

Geometry as XYZ:
```
52
Properties=species:S:1:pos:R:3:lowdin_charge:R:1
C 2.841 2.669 1.853 -0.070
O 1.609 1.985 1.788 0.040
B 1.369 0.912 2.610 -0.560
O 1.638 1.039 3.969 0.166
C 0.854 -0.473 1.981 -0.224
N 1.983 -1.163 1.347 0.035
C 3.174 -1.187 2.179 -0.219
C 4.086 -2.344 1.794 -0.053
C 4.484 -2.369 0.339 -0.638
F 3.606 -3.002 -0.446 0.138
F 5.662 -3.016 0.174 0.101
F 4.665 -1.150 -0.184 0.131
C 0.217 -1.355 3.161 -0.660
O -0.782 -0.857 3.694 -0.005
O 0.815 -2.435 3.385 -0.033
N -0.256 -0.231 1.000 0.067
C -1.001 -1.451 0.736 -0.433
C -2.420 -1.432 1.237 0.010
O -0.537 -2.383 0.129 0.104
C 0.067 0.510 -0.204 -0.428
C 0.829 -0.163 -1.318 0.002
O -0.299 1.652 -0.305 0.099
H 3.068 3.005 2.872 0.088
H 3.657 2.037 1.482 0.085
H 2.773 3.549 1.210 0.089
H 2.440 0.589 4.249 0.100
H 1.685 -2.129 1.215 0.111
H 3.739 -0.250 2.060 0.115
H 2.919 -1.346 3.236 0.116
H 5.017 -2.295 2.363 0.129
H 3.573 -3.283 2.023 0.141
H -3.076 -1.294 0.368 0.084
H -2.651 -2.394 1.696 0.091
H -2.570 -0.622 1.944 0.077
H 0.805 0.480 -2.200 0.076
H 1.861 -0.288 -0.976 0.075
H 0.459 -1.166 -1.525 0.074
C -2.377 2.542 -2.620 -0.082
C -2.563 1.064 -2.911 -0.268
O -3.781 0.522 -2.417 -0.158
C -4.960 1.096 -2.940 -0.290
C -5.118 0.927 -4.443 -0.086
H -2.520 2.738 -1.558 0.080
H -1.363 2.843 -2.885 0.077
H -3.075 3.163 -3.189 0.062
H -1.781 0.493 -2.414 0.100
H -2.471 0.871 -3.987 0.108
H -5.028 2.157 -2.671 0.107
H -5.773 0.583 -2.424 0.116
H -4.389 1.517 -5.000 0.063
H -6.113 1.253 -4.751 0.071
H -4.991 -0.121 -4.722 0.079
```

As for the total energy: -41068.927 eV. For the HOMO energy, the calculation gives -4.643 eV. The strongest force on any atom is 0.78 eV/A. The total charge is -1. The calculation puts the LUMO energy at 0.102 Ha. Its spin multiplicity is 1.

***

# 4
Formula: C6H3N
Source: the Open Molecules 2025 dataset
Level of theory: the ωB97M-V functional and the def2-TZVPD basis

Geometry as XYZ:
```
10
Properties=species:S:1:pos:R:3:lowdin_charge:R:1
C -1.299 -1.417 1.700 0.142
C -0.503 -0.881 0.930 -0.111
C 0.434 -0.461 -0.126 -0.396
C 1.063 0.698 0.393 -0.085
C 1.450 1.895 0.544 0.193
C -0.324 -0.302 -1.360 -0.090
N -0.833 0.470 -2.232 0.163
H -1.854 -2.066 2.401 0.054
H 1.101 -1.256 -0.139 0.128
H 1.664 2.837 0.875 0.002
```

As for the total energy: -7754.100 eV. Its energy above the lowest of the compared OMol25 structures with the same formula, charge and spin is 156.9 kJ/mol. For the HOMO energy, the calculation gives -10.363 eV. The strongest force on any atom is 11.51 eV/A. The total charge is 0. The calculation puts the LUMO energy at 0.000 Ha. Its spin multiplicity is 1.

***

# 5
Formula: C25H41IO10P2
Source: the Open Molecules 2025 dataset
Level of theory: the ωB97M-V functional and the def2-TZVPD basis

Geometry as XYZ:
```
79
Properties=species:S:1:pos:R:3:lowdin_charge:R:1
C -1.253 6.653 3.227 -0.184
C -1.367 5.048 3.681 -0.741
I -2.469 3.811 2.240 0.767
C 0.149 4.431 3.997 -0.216
C 0.279 2.826 3.574 -0.170
C 1.089 2.437 2.164 -0.018
C 1.275 0.829 1.746 -0.033
C 0.657 -0.411 2.682 0.007
C -0.143 0.033 4.043 -0.027
C -0.346 1.626 4.507 -0.007
C -1.160 1.883 5.945 -0.195
O -2.008 2.901 6.146 -0.048
C -0.863 0.720 7.110 0.013
C -0.675 -0.727 6.691 0.014
C -0.773 -1.127 5.070 -0.207
O -1.346 -2.262 4.636 -0.045
H -2.326 7.100 3.369 0.080
H -0.574 7.151 4.067 0.091
H -0.809 6.792 2.151 0.083
H -2.035 5.071 4.669 0.084
H 0.903 5.029 3.295 0.114
H 0.510 4.635 5.097 0.126
H 1.534 3.288 1.459 0.103
H 1.832 0.496 0.754 0.088
H 0.804 -1.549 2.374 0.095
H -0.770 1.063 8.244 0.125
H -0.432 -1.519 7.521 0.116
C 3.050 -7.323 1.274 -0.080
C 4.089 -7.035 0.207 -0.294
O 3.801 -5.842 -0.514 -0.265
P 4.184 -4.358 0.138 0.769
O 5.649 -4.782 0.404 -0.258
O 4.527 -3.582 -1.302 -0.226
C 5.845 -3.095 -1.528 -0.305
C 6.728 -4.147 -2.185 -0.076
O 2.547 -3.884 -0.160 -0.227
C 1.412 -4.721 -0.224 -0.296
C 0.749 -4.824 1.133 -0.082
H 3.048 -6.536 2.033 0.067
H 3.253 -8.276 1.771 0.082
H 2.047 -7.376 0.842 0.071
H 5.085 -7.009 0.655 0.103
H 4.089 -7.855 -0.519 0.121
H 6.285 -2.734 -0.591 0.102
H 5.771 -2.221 -2.189 0.116
H 6.597 -5.143 -1.758 0.069
H 7.781 -3.869 -2.115 0.078
H 6.468 -4.240 -3.248 0.077
H 1.619 -5.700 -0.658 0.105
H 0.708 -4.245 -0.917 0.132
H 1.479 -4.962 1.933 0.063
H 0.033 -5.652 1.147 0.084
H 0.205 -3.902 1.360 0.067
C -3.141 -0.112 -4.444 -0.081
C -3.537 1.064 -5.316 -0.295
O -3.836 2.224 -4.547 -0.265
P -2.605 3.182 -3.964 0.771
O -1.956 3.311 -5.364 -0.261
O -3.416 4.640 -4.055 -0.224
C -2.918 5.655 -4.919 -0.305
C -3.505 5.538 -6.319 -0.077
O -3.329 3.037 -2.400 -0.223
C -4.126 1.975 -1.920 -0.294
C -3.271 0.944 -1.215 -0.080
H -2.217 0.104 -3.900 0.067
H -2.979 -1.010 -5.048 0.082
H -3.919 -0.337 -3.709 0.071
H -2.758 1.258 -6.056 0.103
H -4.444 0.805 -5.870 0.121
H -1.822 5.634 -4.943 0.102
H -3.196 6.627 -4.490 0.116
H -3.548 4.509 -6.680 0.068
H -2.934 6.138 -7.030 0.077
H -4.541 5.901 -6.320 0.077
H -4.762 1.530 -2.685 0.105
H -4.820 2.406 -1.189 0.132
H -2.355 0.727 -1.768 0.063
H -3.833 0.017 -1.065 0.084
H -2.962 1.316 -0.232 0.054
```

As for the total energy: -73726.198 eV. Its energy above the lowest of the compared OMol25 structures with the same formula, charge and spin is 1360.5 kJ/mol. For the HOMO energy, the calculation gives -8.804 eV. The strongest force on any atom is 9.47 eV/A. The total charge is 0. The calculation puts the LUMO energy at -0.071 Ha. Its spin multiplicity is 1.